Record 1
# C19H28N2O3

A molecular structure, C19H28N2O3 in a non-equilibrium geometry (ωB97M-V with the def2-TZVPD basis set, the OMol25 dataset).

```
! RIJCOSX wB97M-V def2-TZVPD def2/J DEFGRID3
* xyz 0 1
C 2.768 -1.363 1.305
H 2.073 -1.075 0.377
H 2.875 -0.468 1.724
H 3.773 -1.703 0.768
C 2.481 -2.460 2.061
C 3.396 -2.884 3.316
H 4.298 -3.228 2.964
H 2.960 -3.740 3.791
H 3.610 -2.122 3.769
O 1.154 -2.073 2.879
C -0.198 -2.085 2.176
C -0.658 -3.408 1.566
H -1.548 -3.191 1.778
H -0.287 -4.104 2.133
C -0.427 -3.441 0.003
N -1.307 -2.451 -0.479
C -0.724 -1.204 -1.148
O 0.391 -1.048 -1.145
C -2.010 -0.455 -1.937
H -2.495 -1.047 -2.472
C -2.844 -0.019 -0.813
C -3.197 1.430 -0.895
O -4.044 2.199 -0.529
N -2.296 1.860 -1.837
C -2.051 3.075 -2.643
H -3.039 3.734 -2.692
C -1.198 4.190 -1.270
C -0.215 3.339 -0.902
C 1.117 3.546 -1.409
C 2.230 2.947 -1.110
C 2.145 1.983 -0.114
C 1.135 1.865 0.593
C -0.146 2.600 0.288
H -0.884 2.533 0.873
H 1.094 1.294 1.586
H 2.914 1.452 0.228
H 3.206 2.950 -1.891
H 0.997 4.264 -2.196
H -1.171 5.044 -1.667
H -2.142 4.034 -0.350
H -1.431 3.408 -3.198
C -1.411 0.759 -2.161
H -0.237 0.949 -1.957
H -1.142 0.830 -3.443
H -2.472 -0.166 0.232
H -3.869 -0.328 -0.855
H -2.276 -2.435 -0.551
H -0.732 -4.218 -0.205
H 0.492 -3.279 -0.312
H -0.754 -1.598 2.983
H 0.070 -1.248 1.280
H 2.028 -3.443 1.508
*
```

Properties
Relative energy (zero: lowest compared OMol25 entry of this formula, charge and spin)   456.7 kcal/mol
Kohn-Sham gap   8.53 eV
Lowest unoccupied orbital energy   0.551 eV
Largest force on an atom   16.91 eV Å⁻¹
DFT total energy   -1075.376930 hartree

=====

Record 2
# C19H28N2O4S

A single C19H28N2O4S molecule (ωB97M-V with the def2-TZVPD basis set, the OMol25 dataset).

```
! RIJCOSX wB97M-V def2-TZVPD def2/J DEFGRID3
* xyz 0 1
C 5.517 -0.423 2.811
O 5.030 -1.366 1.893
C 3.623 -1.471 1.912
C 3.207 -2.519 0.887
C 1.700 -2.704 0.892
O 0.976 -2.082 1.646
N 1.206 -3.639 0.041
C 1.944 -4.303 -1.005
C 1.825 -3.518 -2.323
C 0.499 -2.744 -2.356
O 0.752 -1.514 -1.698
C -0.201 -0.547 -1.649
C 0.019 0.461 -0.708
C -0.866 1.508 -0.578
C -1.998 1.578 -1.390
C -2.990 2.685 -1.323
O -3.652 3.033 -2.283
N -3.140 3.249 -0.098
C -3.941 4.425 0.115
C -3.071 5.626 0.472
S -2.112 5.355 2.002
C -3.408 5.632 3.241
C -2.197 0.587 -2.344
C -1.320 -0.473 -2.474
C -0.589 -3.557 -1.639
C -0.231 -3.708 -0.153
H 5.239 -0.688 3.839
H 6.601 -0.424 2.715
H 5.131 0.581 2.593
H 3.162 -0.503 1.668
H 3.271 -1.765 2.911
H 3.537 -2.197 -0.101
H 3.705 -3.460 1.130
H 1.505 -5.299 -1.125
H 2.988 -4.430 -0.724
H 2.633 -2.791 -2.410
H 1.882 -4.199 -3.171
H 0.210 -2.559 -3.401
H 0.893 0.389 -0.081
H -0.652 2.282 0.144
H -2.539 2.971 0.662
H -4.673 4.236 0.909
H -4.474 4.619 -0.820
H -2.328 5.797 -0.306
H -3.671 6.526 0.605
H -4.187 4.881 3.144
H -2.933 5.545 4.212
H -3.818 6.631 3.116
H -3.061 0.660 -2.988
H -1.511 -1.222 -3.227
H -1.557 -3.066 -1.728
H -0.656 -4.530 -2.129
H -0.610 -4.660 0.234
H -0.664 -2.897 0.437
*
```

Properties
Relative energy (zero: lowest compared OMol25 entry of this formula, charge and spin)   28.6 kcal/mol
SMILES   COCCC(=O)N1CCC(Oc2ccc(C(=O)NCCSC)cc2)CC1
Kohn-Sham gap   9.25 eV
Lowest unoccupied orbital energy   0.701 eV
Largest force on an atom   0.71 eV Å⁻¹
DFT total energy   -1549.477651 hartree

=====

Record 3
# C19H28N2O5SV

A molecular structure, C19H28N2O5SV in a non-equilibrium geometry (ωB97M-V with the def2-TZVPD basis set, the OMol25 dataset).

```
! RIJCOSX wB97M-V def2-TZVPD def2/J DEFGRID3
* xyz 2 2
V -0.997 -0.409 1.657
C 0.059 -0.857 4.533
O 0.362 -0.372 3.197
C 1.814 -0.354 2.981
C 2.349 -1.713 3.359
O 1.485 -2.718 2.918
C 2.029 -3.550 1.889
C 2.408 -2.942 0.602
O 3.574 -2.178 0.902
C 4.282 -1.769 -0.259
H 0.396 -1.874 4.503
H 0.592 -0.199 5.275
H -1.005 -0.757 4.638
H 1.966 -0.128 1.877
H 2.165 0.466 3.602
H 3.396 -1.877 3.026
H 2.437 -1.808 4.476
H 2.908 -4.127 2.259
H 1.247 -4.286 1.710
H 2.643 -3.797 -0.102
H 1.646 -2.342 0.069
H 3.674 -1.142 -0.912
H 5.183 -1.251 0.072
H 4.481 -2.761 -0.837
C -3.318 1.986 -5.637
C -2.399 1.523 -4.558
C -2.647 0.409 -3.752
C -1.745 0.050 -2.737
C -0.594 0.822 -2.593
C -0.383 1.996 -3.257
C -1.321 2.346 -4.236
S 0.664 0.457 -1.391
O 0.875 -0.974 -1.429
O 1.792 1.371 -1.469
N 0.120 0.659 0.210
C -0.413 1.814 0.617
C -0.600 3.031 -0.170
C -1.734 3.786 0.103
C -2.433 3.539 1.283
C -2.219 2.341 2.011
N -1.140 1.594 1.783
H -3.849 2.870 -5.296
H -4.116 1.290 -5.839
H -2.711 2.233 -6.519
H -3.459 -0.266 -3.752
H -1.840 -0.927 -2.234
H 0.580 2.531 -3.131
H -1.136 3.305 -4.724
H 0.131 3.347 -0.885
H -2.165 4.436 -0.610
H -3.107 4.311 1.722
H -2.892 2.227 2.841
C -1.656 -2.082 0.734
H -2.573 -1.976 0.062
H -1.981 -2.911 1.427
H -0.821 -2.394 -0.007
*
```

Properties
Kohn-Sham gap (alpha / beta)   5.17 / 4.95 eV
Lowest unoccupied orbital energy (alpha / beta)   -9.505 / -9.728 eV
Largest force on an atom   4.00 eV Å⁻¹
DFT total energy   -2567.878003 hartree

=====

Record 4
# C19H28N3O3PtS2

A molecular structure, C19H28N3O3PtS2 in a non-equilibrium geometry (ωB97M-V with the def2-TZVPD basis set, the OMol25 dataset).

```
! RIJCOSX wB97M-V def2-TZVPD def2/J DEFGRID3
* xyz 3 1
Pt 0.708 -0.612 0.152
O -1.950 1.154 -3.102
C -2.381 2.179 -2.338
C -3.334 3.019 -2.896
C -3.797 4.101 -2.177
C -3.325 4.380 -0.885
C -2.390 3.562 -0.322
C -1.897 2.429 -1.025
C -0.931 1.602 -0.375
O -0.492 0.479 -1.017
N -0.445 1.909 0.809
N 0.475 1.036 1.238
C 1.068 1.058 2.382
C 1.972 -0.058 2.654
C 2.723 -0.183 3.808
C 3.602 -1.252 3.933
C 3.728 -2.163 2.891
C 2.954 -1.996 1.757
N 2.086 -0.979 1.647
H -1.275 0.675 -2.605
H -3.688 2.811 -3.896
H -4.541 4.748 -2.623
H -3.699 5.239 -0.347
H -2.014 3.759 0.672
H 0.875 1.864 3.083
H 2.628 0.559 4.590
H 4.196 -1.364 4.831
H 4.413 -2.998 2.949
H 3.014 -2.681 0.922
C 1.716 0.358 -2.897
S 2.368 -0.484 -1.444
C 3.545 0.759 -0.878
H 2.537 0.359 -3.616
H 1.409 1.370 -2.649
H 0.887 -0.220 -3.299
H 3.029 1.689 -0.647
H 4.249 0.904 -1.698
H 4.074 0.366 -0.014
C -1.561 -2.074 -2.068
S -0.209 -2.569 -0.980
C 0.885 -3.424 -2.133
H -2.019 -3.022 -2.355
H -1.215 -1.543 -2.951
H -2.272 -1.474 -1.507
H 0.973 -2.878 -3.071
H 0.445 -4.403 -2.318
H 1.856 -3.555 -1.661
C -2.625 -1.494 3.114
C -2.119 -1.059 1.766
O -0.647 -1.275 1.700
H -3.710 -1.384 3.133
H -2.206 -0.890 3.916
H -2.406 -2.548 3.303
H -2.247 0.008 1.593
H -2.581 -1.618 0.952
H -0.444 -2.175 1.997
*
```

Properties
Relative energy (zero: lowest compared OMol25 entry of this formula, charge and spin)   0.0 kcal/mol
Kohn-Sham gap   4.85 eV
Lowest unoccupied orbital energy   -11.560 eV
Largest force on an atom   1.07 eV Å⁻¹
DFT total energy   -2045.435796 hartree

=====

Record 5
# C19H28N4O5S

A single C19H28N4O5S molecule in a non-equilibrium geometry (ωB97M-V with the def2-TZVPD basis set, the OMol25 dataset).

```
! RIJCOSX wB97M-V def2-TZVPD def2/J DEFGRID3
* xyz 0 1
C -0.131 -2.441 2.204
C -0.437 -2.023 0.770
C -1.941 -2.008 0.511
C -2.318 -1.581 -0.910
N -1.862 -0.260 -1.278
C -0.750 -0.076 -2.182
C -1.010 -0.634 -3.586
C -2.289 -0.097 -4.229
C -2.221 1.392 -4.543
S -2.480 1.042 -0.489
O -2.349 2.192 -1.337
O -3.773 0.686 0.013
C -1.386 1.330 0.916
C -0.151 1.910 0.693
C 0.721 2.092 1.751
C 0.357 1.671 3.028
C 1.264 1.841 4.192
O 0.914 2.277 5.260
N 2.594 1.492 4.000
C 3.177 0.786 2.995
N 4.456 0.717 2.783
N 4.621 -0.074 1.703
C 3.454 -0.457 1.317
C 3.114 -1.292 0.130
O 2.357 -0.582 -0.821
C 3.085 0.430 -1.483
O 2.470 0.051 2.113
C -0.917 1.153 3.252
C -1.790 0.986 2.192
H -0.504 -3.444 2.399
H 0.940 -2.431 2.393
H -0.604 -1.757 2.905
H 0.040 -2.717 0.074
H -0.022 -1.030 0.589
H -2.344 -3.011 0.675
H -2.429 -1.337 1.216
H -1.908 -2.290 -1.631
H -3.409 -1.587 -0.992
H 0.162 -0.526 -1.772
H -0.614 1.003 -2.251
H -0.150 -0.375 -4.209
H -1.064 -1.724 -3.542
H -3.128 -0.282 -3.556
H -2.468 -0.655 -5.152
H -2.200 1.976 -3.628
H -3.097 1.693 -5.113
H -1.334 1.620 -5.133
H 0.110 2.229 -0.303
H 1.673 2.577 1.588
H 3.231 1.764 4.740
H 2.488 -2.134 0.437
H 4.056 -1.658 -0.299
H 2.399 0.879 -2.198
H 3.442 1.195 -0.786
H 3.947 0.008 -2.011
H -1.204 0.886 4.258
H -2.789 0.606 2.338
*
```

Properties
Relative energy (zero: lowest compared OMol25 entry of this formula, charge and spin)   66.2 kcal/mol
SMILES   CCCCN(CCCC)S(=O)(=O)c1ccc(C(=O)Nc2nnc(COC)o2)cc1
Kohn-Sham gap   9.19 eV
Lowest unoccupied orbital energy   -0.195 eV
Largest force on an atom   1.64 eV Å⁻¹
DFT total energy   -1734.188675 hartree

=====

Record 6
# C19H28N8O2

A single C19H28N8O2 molecule (ωB97M-V with the def2-TZVPD basis set, the OMol25 dataset).

```
! RIJCOSX wB97M-V def2-TZVPD def2/J DEFGRID3
* xyz 0 1
C 4.937 -0.118 -0.741
C 4.393 0.509 0.511
C 5.162 0.623 1.663
N 4.739 1.174 2.801
C 3.497 1.644 2.828
C 2.627 1.571 1.743
C 1.221 2.067 1.937
O 0.932 2.807 2.865
N 0.314 1.607 1.047
C -1.115 1.808 1.252
C -1.576 3.141 0.682
C -1.844 0.626 0.619
C -1.451 -0.715 1.258
N -1.191 -1.768 0.287
C -0.105 -1.752 -0.497
O 0.655 -0.789 -0.596
C 0.127 -3.003 -1.334
C -0.485 -2.856 -2.748
C -1.584 -3.923 -2.800
C -1.049 -4.986 -1.857
N -0.511 -4.191 -0.758
C 0.342 -4.942 0.154
C 0.742 -4.103 1.319
N -0.050 -3.857 2.382
N 0.599 -3.007 3.127
N 1.734 -2.766 2.516
C 2.740 -1.864 3.047
N 1.879 -3.428 1.385
C 3.093 0.998 0.569
H 5.128 0.638 -1.504
H 5.873 -0.639 -0.545
H 4.224 -0.832 -1.155
H 6.180 0.242 1.669
H 3.152 2.098 3.749
H 0.575 0.851 0.421
H -1.289 1.814 2.333
H -2.638 3.298 0.882
H -1.014 3.955 1.137
H -1.418 3.167 -0.398
H -2.920 0.787 0.697
H -1.604 0.601 -0.447
H -0.556 -0.581 1.872
H -2.235 -1.079 1.920
H -1.631 -2.672 0.388
H 1.216 -3.112 -1.396
H -0.856 -1.848 -2.927
H 0.279 -3.059 -3.498
H -2.525 -3.528 -2.413
H -1.759 -4.297 -3.807
H -1.811 -5.675 -1.490
H -0.261 -5.577 -2.351
H -0.218 -5.805 0.515
H 1.251 -5.303 -0.349
H 3.061 -1.193 2.255
H 2.283 -1.305 3.857
H 3.587 -2.437 3.417
H 2.458 0.911 -0.304
*
```

Properties
Relative energy (zero: lowest compared OMol25 entry of this formula, charge and spin)   0.0 kcal/mol
SMILES   Cc1cncc(C(=O)N[C@@H](C)CCNC(=O)[C@@H]2CCCN2Cc2nnn(C)n2)c1
Kohn-Sham gap   9.99 eV
Lowest unoccupied orbital energy   0.674 eV
Largest force on an atom   0.05 eV Å⁻¹
DFT total energy   -1329.382468 hartree

=====

Record 7
# C19H28NO5V

A molecular structure, C19H28NO5V in a non-equilibrium geometry (ωB97M-V with the def2-TZVPD basis set, the OMol25 dataset).

```
! RIJCOSX wB97M-V def2-TZVPD def2/J DEFGRID3
* xyz 0 3
O 0.017 0.086 -3.294
C 0.286 1.360 -3.983
C 0.277 0.744 -5.368
H 1.287 1.741 -3.741
H -0.492 2.107 -3.801
C 0.179 -0.580 -4.585
H 1.221 0.897 -5.901
H -0.609 1.049 -5.931
C 1.502 -1.311 -4.609
H 2.332 -0.622 -4.389
H 1.688 -1.738 -5.602
H 1.508 -2.117 -3.863
C -0.983 -1.486 -4.956
H -1.943 -0.956 -4.903
H -0.996 -2.335 -4.264
H -0.873 -1.878 -5.977
V -0.370 -0.330 2.651
C -2.154 -0.715 4.153
C -2.060 0.699 4.069
C -2.299 1.081 2.709
H -1.930 1.380 4.910
C -2.549 -0.113 1.947
C -2.467 -1.227 2.847
H -2.675 -2.257 2.575
H -2.108 -1.289 5.083
H -2.352 2.092 2.314
H -2.828 -0.160 0.898
C 0.985 -1.590 4.183
C 0.168 -2.482 3.432
C 0.520 -2.376 2.046
H -0.528 -3.197 3.858
C 1.596 -1.416 1.945
C 1.883 -0.937 3.273
H 2.668 -0.238 3.554
H 0.997 -1.479 5.264
H 0.106 -2.944 1.223
H 2.136 -1.156 1.042
O 1.847 1.121 -1.603
C 0.716 0.430 -1.025
C -0.480 1.396 -1.041
H 1.010 0.278 0.027
H 0.559 -0.536 -1.488
C 0.198 2.793 -0.969
H -1.082 1.237 -0.156
H -1.066 1.316 -1.956
C 1.693 2.419 -0.966
H -0.085 3.255 -0.028
H -0.103 3.446 -1.787
H 1.952 2.262 0.096
H 2.367 3.156 -1.418
O 1.286 0.175 7.659
N 0.462 -0.212 6.824
O -0.737 0.062 6.827
O 0.324 1.093 2.196
*
```

Properties
Relative energy (zero: lowest compared OMol25 entry of this formula, charge and spin)   2.1 kcal/mol
Kohn-Sham gap (alpha / beta)   6.78 / 4.71 eV
Lowest unoccupied orbital energy (alpha / beta)   -0.808 / -2.998 eV
Largest force on an atom   5.13 eV Å⁻¹
DFT total energy   -2115.497546 hartree

=====

Record 8
# C19H29BBeBrN8SeSi

A molecular structure, C19H29BBeBrN8SeSi in a non-equilibrium geometry (ωB97M-V with the def2-TZVPD basis set, the OMol25 dataset).

```
! RIJCOSX wB97M-V def2-TZVPD def2/J DEFGRID3
* xyz 0 2
Be -0.990 0.971 -0.192
C 0.038 0.774 -3.598
C -0.198 -0.353 -2.664
C 0.032 -1.709 -2.924
C -0.339 -2.365 -1.774
N -0.780 -1.457 -0.895
N -0.674 -0.227 -1.427
B -1.417 -1.546 0.493
N -2.713 -0.711 0.401
C -4.001 -1.075 0.449
C -4.771 0.052 0.243
C -3.860 1.094 0.065
C -4.113 2.531 -0.189
N -2.627 0.600 0.159
N -0.459 -0.839 1.444
C 0.244 -1.277 2.493
C 0.993 -0.226 2.974
C 0.694 0.855 2.139
C 1.190 2.249 2.221
N -0.179 0.449 1.218
N -1.773 -2.914 1.002
C -2.047 -4.088 0.388
C -2.602 -4.934 1.311
C -2.652 -4.181 2.500
C -3.227 -4.576 3.815
N -2.154 -2.979 2.293
H -0.565 0.653 -4.497
H 1.086 0.784 -3.892
H -0.199 1.730 -3.146
H 0.419 -2.143 -3.822
H -0.282 -3.405 -1.534
H -4.296 -2.090 0.620
H -5.838 0.116 0.214
H -5.169 2.752 -0.066
H -3.808 2.803 -1.201
H -3.527 3.143 0.495
H 0.161 -2.289 2.835
H 1.671 -0.238 3.800
H 1.841 2.358 3.084
H 0.357 2.946 2.304
H 1.742 2.515 1.320
H -1.855 -4.251 -0.651
H -2.922 -5.945 1.161
H -3.311 -5.658 3.875
H -4.220 -4.139 3.924
H -2.610 -4.209 4.632
C 4.693 3.113 -3.201
Si 4.636 2.432 -1.420
C 6.164 1.324 -1.120
C 4.630 3.880 -0.180
Se 2.769 1.138 -1.096
H 5.663 3.556 -3.409
H 3.937 3.878 -3.349
H 4.521 2.334 -3.937
H 7.073 1.884 -1.313
H 6.162 0.455 -1.774
H 6.201 0.966 -0.094
H 5.545 4.456 -0.276
H 4.557 3.532 0.845
H 3.792 4.543 -0.363
Br -0.633 2.957 -0.709
*
```

Properties
Relative energy (zero: lowest compared OMol25 entry of this formula, charge and spin)   3.9 kcal/mol
Kohn-Sham gap (alpha / beta)   9.44 / 6.62 eV
Lowest unoccupied orbital energy (alpha / beta)   0.593 / -1.882 eV
Largest force on an atom   1.05 eV Å⁻¹
DFT total energy   -6484.327125 hartree

=====

- Number 7 is which compound?
  C19H28NO5V

=====

- Look up the DFT total energy of the sixth one.
  -1329.382468 hartree

=====

- The highest DFT total energy belongs to which entry?
  C19H28N2O3